Computed, not measured: C7H10Br2 as an isolated structure, with the ωB97M-V functional and the def2-TZVPD basis.

Output
* frontier orbital gap (alpha / beta): 8.8 / 6.5 eV
* ΔE to the lowest compared entry with this formula, charge and spin: 101.63 kcal/mol
* spin multiplicity: 1

Positions of all 19 atoms, in Å:
1 C 2.10 -0.96 -0.91
2 C 1.10 -1.54 -0.33
3 C -1.51 0.73 1.03
4 C -0.51 0.91 -0.10
5 C -0.14 1.35 1.23
6 C 0.24 -2.60 0.23
7 C -0.79 1.51 -1.46
8 Br 1.37 0.63 2.29
9 Br -0.09 3.42 1.62
10 H 3.15 -1.11 -0.54
11 H 2.10 -0.01 -1.36
12 H -2.30 1.51 1.04
13 H -1.87 -0.15 1.57
14 H 0.08 -3.63 -0.36
15 H 0.48 -2.96 1.24
16 H -0.73 -2.07 0.16
17 H -0.32 2.46 -1.60
18 H -1.89 1.76 -1.49
19 H -0.48 0.75 -2.26


Computed, not measured: the molecule C17H25N3O, with the ωB97M-V functional and the def2-TZVPD basis.

Output
* structure (SMILES): Cc1cccc(/C=N/NC(=O)CN2CCCCCCC2)c1
* frontier orbital gap: 8.5 eV
* ΔE to the lowest compared entry with this formula, charge and spin: 53.62 kcal/mol
* spin multiplicity: 1

Positions of all 46 atoms, in Å:
1 C 0.68 4.73 -3.53
2 C 0.70 3.84 -2.33
3 C 1.86 3.69 -1.58
4 C 1.89 2.87 -0.47
5 C 0.76 2.18 -0.08
6 C -0.42 2.31 -0.82
7 C -1.61 1.58 -0.45
8 N -1.62 0.80 0.56
9 N -2.73 0.13 0.88
10 C -2.78 -0.77 1.91
11 O -3.82 -1.33 2.17
12 C -1.48 -0.96 2.65
13 N -0.51 -1.65 1.81
14 C 0.82 -1.59 2.36
15 C 1.90 -2.17 1.45
16 C 2.03 -1.48 0.10
17 C 0.76 -1.47 -0.75
18 C 0.12 -2.85 -0.95
19 C -1.15 -3.05 -0.13
20 C -0.96 -2.97 1.39
21 C -0.43 3.14 -1.94
22 H 1.42 4.40 -4.26
23 H -0.30 4.74 -4.00
24 H 0.94 5.75 -3.25
25 H 2.75 4.23 -1.88
26 H 2.80 2.77 0.10
27 H 0.76 1.53 0.78
28 H -2.51 1.72 -1.07
29 H -3.58 0.26 0.33
30 H -1.70 -1.51 3.58
31 H -1.07 0.02 2.90
32 H 0.88 -2.12 3.34
33 H 1.05 -0.54 2.54
34 H 1.72 -3.24 1.30
35 H 2.85 -2.09 1.98
36 H 2.35 -0.45 0.26
37 H 2.83 -1.98 -0.46
38 H 1.03 -1.04 -1.72
39 H 0.04 -0.80 -0.29
40 H -0.15 -2.97 -2.00
41 H 0.84 -3.63 -0.71
42 H -1.58 -4.03 -0.36
43 H -1.88 -2.29 -0.42
44 H -1.92 -3.21 1.87
45 H -0.25 -3.74 1.71
46 H -1.35 3.24 -2.52


Computed, not measured: the molecule C4H7NOS, with the ωB97M-V functional and the def2-TZVPD basis.

Output
* structure (SMILES): NC(=S)/C=C\CO
* frontier orbital gap: 8.2 eV
* ΔE to the lowest compared entry with this formula, charge and spin: 32.38 kcal/mol
* spin multiplicity: 1

Positions of all 14 atoms, in Å:
1 N -1.09 1.40 -0.23
2 C -1.70 0.23 -0.10
3 S -3.27 0.00 0.23
4 C -0.86 -0.96 -0.36
5 C 0.49 -1.10 -0.20
6 C 1.31 -0.23 0.68
7 O 1.86 0.87 -0.09
8 H -1.65 2.21 -0.21
9 H -0.07 1.45 -0.43
10 H -1.34 -1.85 -0.71
11 H 0.93 -1.90 -0.78
12 H 0.64 0.23 1.40
13 H 2.05 -0.93 1.22
14 H 2.70 0.57 -0.43


Computed, not measured: C57H34CaCl6N4 as an isolated structure, with the ωB97M-V functional and the def2-TZVPD basis.

Output
* frontier orbital gap: 4.6 eV
* ΔE to the lowest compared entry with this formula, charge and spin: 0.00 kcal/mol
* spin multiplicity: 1
* total charge: -2

Positions of all 102 atoms, in Å:
1 Ca 0.17 -0.32 0.60
2 C 5.68 -5.73 2.11
3 C 5.79 -5.02 0.92
4 C 4.84 -4.07 0.57
5 C 3.75 -3.81 1.40
6 C 3.65 -4.52 2.60
7 C 4.61 -5.47 2.95
8 C 2.71 -2.79 1.04
9 C 1.62 -3.21 0.32
10 C 1.52 -4.54 -0.34
11 C 0.46 -4.50 -1.15
12 C -0.22 -3.19 -0.97
13 C -1.39 -2.82 -1.59
14 C -1.84 -3.61 -2.77
15 C -0.93 -3.91 -3.80
16 C -1.29 -4.66 -4.91
17 C -2.60 -5.12 -5.05
18 C -3.52 -4.82 -4.06
19 C -3.15 -4.08 -2.95
20 C -2.19 -1.55 -1.16
21 N -1.32 -0.36 -1.07
22 C -1.81 0.65 -1.76
23 C -1.33 1.99 -1.78
24 C -2.10 2.99 -2.56
25 C -2.74 4.07 -1.95
26 C -3.48 4.99 -2.68
27 C -3.61 4.85 -4.06
28 C -3.00 3.77 -4.69
29 C -2.25 2.87 -3.95
30 C -0.21 2.47 -1.01
31 C 0.25 3.86 -0.97
32 C 1.32 3.91 -0.14
33 C 1.57 2.56 0.33
34 N 0.59 1.73 -0.24
35 C 2.63 2.14 1.10
36 C 3.04 0.80 1.44
37 C 4.18 0.40 2.17
38 C 4.20 -0.99 2.15
39 C 3.06 -1.41 1.42
40 N 2.37 -0.33 1.02
41 C 3.52 3.23 1.61
42 C 4.79 3.44 1.07
43 C 5.60 4.46 1.55
44 C 5.16 5.29 2.58
45 C 3.90 5.08 3.13
46 C 3.09 4.06 2.65
47 C -3.04 0.18 -2.46
48 C -3.25 -1.10 -2.14
49 N 0.50 -2.48 -0.03
50 H 6.42 -6.47 2.38
51 H 6.63 -5.21 0.25
52 H 4.93 -3.51 -0.35
53 H 2.81 -4.32 3.25
54 H 4.51 -6.01 3.89
55 H 2.22 -5.35 -0.22
56 H 0.12 -5.29 -1.80
57 H 0.08 -3.53 -3.71
58 H -0.56 -4.87 -5.67
59 H -2.89 -5.70 -5.92
60 H -4.55 -5.17 -4.15
61 H -3.89 -3.87 -2.19
62 H -2.66 4.18 -0.87
63 H -3.96 5.82 -2.18
64 H -4.20 5.56 -4.63
65 H -3.09 3.64 -5.76
66 H -1.75 2.04 -4.44
67 H -0.18 4.69 -1.51
68 H 1.91 4.78 0.11
69 H 4.90 1.06 2.64
70 H 4.94 -1.64 2.59
71 H 5.13 2.79 0.27
72 H 6.58 4.62 1.11
73 H 5.80 6.08 2.95
74 H 3.55 5.71 3.93
75 H 2.11 3.89 3.07
76 H -3.66 0.78 -3.11
77 H -4.07 -1.70 -2.49
78 Cl 0.78 -1.55 3.89
79 C -0.38 -0.21 4.00
80 C -0.92 0.28 2.81
81 C -1.82 1.31 2.99
82 Cl -2.59 2.02 1.55
83 C -2.18 1.85 4.23
84 Cl -3.32 3.15 4.38
85 C -1.60 1.32 5.38
86 Cl -2.02 1.95 6.95
87 C -0.69 0.27 5.27
88 Cl 0.03 -0.40 6.70
89 Cl -6.70 -6.35 0.51
90 C -5.57 -5.00 0.47
91 C -6.03 -3.74 0.17
92 C -5.13 -2.68 0.13
93 C -3.78 -2.88 0.37
94 C -2.78 -1.76 0.26
95 C -3.34 -4.16 0.69
96 C -4.23 -5.23 0.73
97 H -7.09 -3.58 -0.03
98 H -5.49 -1.68 -0.11
99 H -3.20 -0.80 0.58
100 H -1.95 -2.00 0.94
101 H -2.29 -4.32 0.87
102 H -3.88 -6.23 0.96


Computed, not measured: the molecule C2H6N4OS, with the ωB97M-V functional and the def2-TZVPD basis.

Output
* structure (SMILES): [H]/N=C(\N)NO/C=N/S
* frontier orbital gap: 9.8 eV
* ΔE to the lowest compared entry with this formula, charge and spin: 83.24 kcal/mol
* spin multiplicity: 1

Positions of all 14 atoms, in Å:
1 H 2.86 -2.03 0.05
2 N 2.46 -1.32 -0.69
3 C 1.93 -0.39 -0.02
4 N 1.73 -0.23 1.34
5 N 1.38 0.74 -0.84
6 O 0.44 1.56 -0.11
7 C -0.82 1.11 0.12
8 N -1.22 -0.02 -0.17
9 S -2.78 -0.61 0.05
10 H 2.50 -0.58 1.86
11 H 1.49 0.77 1.50
12 H 0.79 0.30 -1.58
13 H -1.43 2.00 0.51
14 H -2.48 -1.84 -0.34


Computed, not measured: a 2-piece molecular cluster, C8H5N6O5 overall, with the ωB97M-V functional and the def2-TZVPD basis.

Output
* frontier orbital gap: 6.7 eV
* spin multiplicity: 1
* total charge: -1

Positions of all 24 atoms, in Å:
1 C -3.60 0.56 2.25
2 C -2.25 1.12 1.83
3 O -1.79 2.20 2.25
4 N -1.68 0.28 0.95
5 C -2.54 -0.77 0.78
6 O -2.32 -1.71 0.05
7 O -3.71 -0.65 1.53
8 H -3.62 0.33 3.32
9 H -4.42 1.22 1.96
10 O 1.57 0.02 2.30
11 N 2.32 -0.51 1.45
12 C 1.99 -0.40 0.06
13 C 1.17 0.64 -0.35
14 N 0.95 0.75 -1.63
15 N 0.21 1.76 -2.33
16 N 0.38 1.36 -3.60
17 N 1.11 0.25 -3.86
18 C 1.49 -0.15 -2.61
19 C 2.27 -1.20 -2.20
20 C 2.52 -1.31 -0.87
21 O 3.36 -1.14 1.77
22 H 0.76 1.32 0.37
23 H 2.69 -1.89 -2.93
24 H 3.14 -2.11 -0.49


Computed, not measured: C4H8FeI3O8S2 as an isolated structure, with the ωB97M-V functional and the def2-TZVPD basis.

Output
* frontier orbital gap (alpha / beta): 3.6 / 3.2 eV
* ΔE to the lowest compared entry with this formula, charge and spin: 200.35 kcal/mol
* spin multiplicity: 5
* total charge: -1

Positions of all 26 atoms, in Å:
1 Fe -0.81 -0.41 0.28
2 I -2.70 -1.62 4.07
3 I 0.97 -3.71 -2.38
4 I -1.30 3.88 -1.00
5 C 7.26 -0.01 5.71
6 C 6.08 0.28 6.65
7 O 4.98 0.68 5.84
8 S 5.42 1.00 4.31
9 O 5.83 2.43 4.11
10 O 4.55 0.45 3.34
11 O 6.78 0.14 4.41
12 H 7.76 -0.96 5.84
13 H 8.07 0.70 5.88
14 H 6.30 1.19 7.21
15 H 5.76 -0.50 7.35
16 C -5.11 -0.39 -6.31
17 C -6.17 0.73 -6.22
18 O -6.83 0.30 -5.00
19 S -6.48 -1.20 -4.41
20 O -7.74 -1.92 -4.11
21 O -5.32 -1.22 -3.44
22 O -5.95 -1.43 -5.91
23 H -4.19 -0.30 -5.74
24 H -4.71 -0.56 -7.31
25 H -6.75 0.75 -7.15
26 H -5.72 1.70 -6.02


Computed, not measured: C9H9N2O2S as an isolated structure, with the ωB97M-V functional and the def2-TZVPD basis.

Output
* frontier orbital gap: 4.5 eV
* ΔE to the lowest compared entry with this formula, charge and spin: 112.59 kcal/mol
* spin multiplicity: 1
* total charge: -1

Positions of all 23 atoms, in Å:
1 O 2.78 -0.34 -0.79
2 C 2.76 0.85 -0.56
3 C 1.73 1.61 0.34
4 C 0.23 1.21 0.12
5 C -0.77 2.39 0.13
6 C -2.20 2.23 -0.05
7 C -2.81 0.87 -0.22
8 N -4.13 0.55 -0.38
9 S -4.16 -1.14 -0.47
10 N -2.52 -1.44 -0.36
11 C -1.79 -0.28 -0.21
12 C -0.28 -0.14 -0.05
13 H 3.60 1.48 -1.02
14 H 2.01 1.56 1.44
15 H 1.81 2.70 0.06
16 H -0.37 3.42 0.29
17 H -2.89 3.12 -0.05
18 H 0.41 -1.03 -0.06
19 C 1.29 -3.51 0.38
20 O 0.23 -2.88 0.92
21 H 2.06 -2.87 -0.11
22 H 1.92 -4.12 1.07
23 H 1.08 -4.25 -0.43


Computed, not measured: the molecule C4H9NO, with the ωB97M-V functional and the def2-TZVPD basis.

Output
* structure (SMILES): CC/N=C\OC
* frontier orbital gap: 11.1 eV
* ΔE to the lowest compared entry with this formula, charge and spin: 58.23 kcal/mol
* spin multiplicity: 1

Positions of all 15 atoms, in Å:
1 C -0.56 -1.23 -1.76
2 C 0.33 -0.97 -0.56
3 N -0.57 -1.22 0.66
4 C -0.94 -0.13 1.16
5 O -0.56 1.01 0.53
6 C 0.50 1.70 1.14
7 H -1.31 -0.44 -1.84
8 H -0.02 -1.26 -2.72
9 H -1.06 -2.18 -1.58
10 H 0.85 0.00 -0.76
11 H 1.13 -1.68 -0.37
12 H -1.57 0.05 2.05
13 H 0.05 2.44 1.79
14 H 1.07 2.17 0.34
15 H 1.19 1.05 1.72


Computed, not measured: the molecule C3H3NS, with the ωB97M-V functional and the def2-TZVPD basis.

Output
* structure (SMILES): CC(=S)C#N
* frontier orbital gap: 7.9 eV
* ΔE to the lowest compared entry with this formula, charge and spin: 28.07 kcal/mol
* spin multiplicity: 1

Positions of all 8 atoms, in Å:
1 C -0.43 -0.07 -1.02
2 C 0.48 0.38 0.41
3 S 1.72 1.41 0.27
4 C 0.12 -0.37 1.57
5 N -0.20 -0.96 2.48
6 H -0.72 0.85 -1.43
7 H -1.23 -0.53 -0.45
8 H 0.27 -0.72 -1.82


Computed, not measured: C3H17Li3N6O6 as an isolated structure, with the ωB97M-V functional and the def2-TZVPD basis.

Output
* frontier orbital gap: 8.0 eV
* ΔE to the lowest compared entry with this formula, charge and spin: 0.00 kcal/mol
* spin multiplicity: 1
* total charge: +2

Positions of all 35 atoms, in Å:
1 Li -0.59 0.61 -1.56
2 Li 1.62 -1.65 0.50
3 Li -0.96 -2.86 -0.97
4 O 0.14 -1.06 -0.71
5 H -0.19 -0.58 0.07
6 O -2.57 0.35 -1.03
7 H -3.10 0.94 -0.49
8 H -2.93 -0.53 -0.87
9 O -0.15 2.23 -0.15
10 H 0.12 3.09 -0.49
11 H 0.48 2.03 0.55
12 C 2.85 1.22 1.23
13 O 2.59 0.10 0.79
14 N 2.33 1.69 2.41
15 N 3.70 2.07 0.60
16 H 2.39 2.63 2.75
17 H 1.92 0.96 2.97
18 H 3.68 3.04 0.87
19 H 4.09 1.77 -0.27
20 C -2.10 -1.14 3.80
21 O -0.92 -1.21 4.13
22 N -3.08 -1.90 4.38
23 N -2.55 -0.21 2.87
24 H -4.02 -1.81 4.03
25 H -2.78 -2.79 4.74
26 H -3.54 -0.06 2.86
27 H -1.86 0.42 2.51
28 C 0.49 -0.50 -4.20
29 O 0.20 0.52 -3.57
30 N 0.96 -1.62 -3.56
31 N 0.46 -0.56 -5.54
32 H 1.06 -1.59 -2.56
33 H 1.50 -2.33 -4.03
34 H -0.07 0.11 -6.07
35 H 0.84 -1.38 -5.98


Computed, not measured: C44H60N7O4PSSe2W as an isolated structure, with the ωB97M-V functional and the def2-TZVPD basis.

Output
* frontier orbital gap (alpha / beta): 5.3 / 5.3 eV
* ΔE to the lowest compared entry with this formula, charge and spin: 48.70 kcal/mol
* spin multiplicity: 1
* total charge: +2

Positions of all 120 atoms, in Å:
1 W -0.75 0.60 0.23
2 N -0.50 9.08 5.85
3 C -0.63 8.07 5.31
4 C -0.77 6.80 4.63
5 C -1.03 5.65 5.37
6 C -1.09 4.42 4.74
7 C -0.88 4.32 3.36
8 C -0.65 5.49 2.63
9 C -0.60 6.72 3.25
10 C -0.78 3.00 2.69
11 C -1.81 2.06 2.81
12 C -2.90 2.07 3.69
13 C -3.46 0.80 3.67
14 C -2.74 0.07 2.73
15 N -1.75 0.81 2.19
16 C 0.43 2.66 2.09
17 C 1.68 3.28 2.30
18 C 2.66 2.39 1.94
19 C 2.00 1.23 1.50
20 N 0.69 1.37 1.58
21 H -1.18 5.72 6.44
22 H -1.25 3.53 5.33
23 H -0.53 5.42 1.55
24 H -0.42 7.62 2.68
25 H -3.22 2.92 4.29
26 H -4.29 0.44 4.27
27 H -2.86 -0.96 2.46
28 H 1.83 4.26 2.73
29 H 3.73 2.52 2.00
30 H 2.43 0.30 1.18
31 N -1.31 0.78 -2.51
32 N -0.81 2.05 -2.81
33 C -0.10 2.67 -1.83
34 O 0.22 3.82 -1.78
35 O 0.21 1.76 -0.84
36 H -0.95 0.13 -3.19
37 H -2.32 0.77 -2.58
38 H -1.23 2.62 -3.52
39 O -7.00 1.54 -0.18
40 C -6.35 0.33 0.15
41 C -4.90 0.44 -0.38
42 C -5.02 0.71 -1.91
43 O -4.01 0.14 -2.75
44 C -4.25 -0.87 0.01
45 Se -2.32 -1.23 -0.27
46 C -4.31 1.63 0.36
47 Se -2.57 2.24 -0.23
48 H -7.94 1.48 0.02
49 H -6.83 -0.53 -0.34
50 H -6.34 0.15 1.23
51 H -4.97 1.78 -2.09
52 H -6.01 0.38 -2.26
53 H -4.16 -0.80 -2.86
54 H -4.69 -1.71 -0.54
55 H -4.39 -1.05 1.07
56 H -4.25 1.46 1.43
57 H -4.92 2.51 0.18
58 S -0.12 -1.58 2.15
59 C 1.09 -1.71 3.33
60 N 0.76 -2.44 4.44
61 C 1.62 -2.69 5.44
62 C 2.88 -2.18 5.39
63 C 3.18 -1.43 4.25
64 N 2.33 -1.20 3.26
65 H -0.18 -2.82 4.47
66 H 1.26 -3.30 6.26
67 H 3.59 -2.36 6.17
68 H 4.17 -0.99 4.14
69 C 0.51 -1.65 -6.02
70 C 0.12 -2.82 -5.09
71 C -0.09 -2.40 -3.63
72 C 1.06 -1.51 -3.16
73 C 1.22 -0.26 -4.07
74 C 0.32 -0.31 -5.32
75 P 1.17 -1.20 -1.30
76 C 1.29 -2.98 -0.74
77 C 2.24 -3.23 0.45
78 C 1.86 -4.49 1.24
79 C 1.44 -5.61 0.28
80 C 0.15 -5.21 -0.48
81 C -0.06 -3.68 -0.48
82 C 2.97 -0.69 -1.10
83 C 3.34 0.81 -1.24
84 C 3.95 1.24 -2.58
85 C 5.08 0.31 -3.00
86 C 4.56 -1.12 -3.14
87 C 3.98 -1.62 -1.81
88 H -0.06 -1.68 -6.95
89 H 1.56 -1.74 -6.31
90 H 0.90 -3.58 -5.11
91 H -0.79 -3.30 -5.45
92 H -0.14 -3.31 -3.04
93 H -1.06 -1.90 -3.50
94 H 1.97 -2.11 -3.28
95 H 2.24 -0.23 -4.45
96 H 1.09 0.67 -3.53
97 H 0.60 0.52 -5.98
98 H -0.74 -0.18 -5.10
99 H 1.72 -3.47 -1.62
100 H 2.27 -2.38 1.13
101 H 3.26 -3.37 0.07
102 H 1.03 -4.27 1.92
103 H 2.71 -4.81 1.85
104 H 1.28 -6.54 0.82
105 H 2.25 -5.79 -0.42
106 H -0.72 -5.68 -0.02
107 H 0.20 -5.57 -1.51
108 H -0.45 -3.36 0.48
109 H -0.81 -3.43 -1.22
110 H 3.09 -0.93 -0.04
111 H 4.09 1.02 -0.47
112 H 2.49 1.45 -1.02
113 H 4.33 2.26 -2.46
114 H 3.19 1.28 -3.36
115 H 5.87 0.33 -2.24
116 H 5.52 0.64 -3.94
117 H 5.36 -1.79 -3.44
118 H 3.80 -1.15 -3.93
119 H 4.82 -1.73 -1.12
120 H 3.57 -2.62 -1.94


Quick rundown of DFT total energy, same order as above: -5420.49131 -902.27174 -684.75548 -5850.47395 -772.16561 -1012.55201 -3712.09873 -1006.41940 -287.73965 -568.97285 -926.88040 -8005.85503 Eh